Below is 6 unconnected molecules or ions with the total composition C54H114N6O6, with properties calculated with ωB97M-V/def2-TZVPD.

Properties
molecular weight	943.5	g mol⁻¹
E_tot	-2905.51241	hartree
SMILES	CC1(C)CCCC(C)(C)N1O.CC1(C)CCCC(C)(C)N1O.CC1(C)CCCC(C)(C)N1O.CC1(C)CCCC(C)(C)N1O.CC1(C)CCCC(C)(C)N1O.CC1(C)CCCC(C)(C)N1O
Kohn-Sham gap	8.1	eV
relative energy (zero: lowest compared OMol25 entry of this formula, charge and spin)	97.0	kcal per mole
LUMO level	0.445	eV
HOMO level	-7.6977	eV

The geometry in ORCA input format:
```
! RIJCOSX wB97M-V def2-TZVPD def2/J DEFGRID3
* xyz 0 1
C 0.37004 -7.83396 1.71049
C -0.71097 -6.79486 1.41995
C -0.03398 -5.39987 1.22781
C 0.54111 -5.18009 -0.15650
C -0.59189 -5.42428 -1.14450
C -1.02455 -6.89193 -1.15537
N -1.49420 -7.13040 0.20487
O -2.13546 -8.39296 0.34580
C -2.19418 -6.91018 -2.14195
C 0.14206 -7.73988 -1.68844
C -1.66554 -6.69494 2.59546
H 0.09383 -8.86049 1.47509
H 0.52169 -7.83890 2.79528
H 1.31527 -7.50950 1.27569
H -0.81261 -4.68343 1.51215
H 0.69420 -5.24945 2.03067
H 1.42279 -5.81194 -0.27062
H 0.92535 -4.17723 -0.36260
H -0.34844 -5.07501 -2.15140
H -1.50491 -4.88014 -0.88697
H -3.08922 -6.36808 -1.81596
H -1.97109 -6.48782 -3.11991
H -2.56071 -7.93657 -2.24624
H -0.07339 -8.80095 -1.80437
H 0.56680 -7.28028 -2.58444
H 1.01046 -7.71689 -1.02463
H -1.29074 -6.02034 3.36485
H -1.88531 -7.68271 3.00505
H -2.65001 -6.32815 2.29264
H -2.99124 -8.22948 -0.06534
C 4.89565 -9.50641 -4.31170
C 5.07999 -9.92027 -5.77159
C 5.98594 -8.90688 -6.49762
C 6.59116 -9.36442 -7.80856
C 7.21932 -10.75160 -7.68952
C 6.29436 -11.81333 -7.03315
N 5.79393 -11.20071 -5.82133
O 5.09262 -12.16404 -5.01337
C 5.19368 -12.18803 -8.07042
C 7.22240 -12.97581 -6.68413
C 3.71397 -9.94309 -6.50497
H 5.87223 -9.34827 -3.86059
H 4.19761 -10.15158 -3.78507
H 4.37547 -8.54385 -4.35742
H 5.49588 -7.93291 -6.61544
H 6.81538 -8.56640 -5.86036
H 7.36411 -8.63881 -8.06650
H 5.81399 -9.35151 -8.57804
H 8.08255 -10.64006 -7.02892
H 7.48352 -11.17293 -8.65972
H 4.94842 -11.32550 -8.68801
H 5.37890 -13.06964 -8.68053
H 4.26145 -12.34681 -7.52386
H 6.60153 -13.81387 -6.33294
H 7.79391 -13.33617 -7.53567
H 7.82864 -12.90032 -5.77745
H 3.12500 -10.77523 -6.12021
H 3.70636 -9.84257 -7.59202
H 3.11171 -9.03720 -6.34094
H 5.77061 -12.37700 -4.36305
C -8.12803 -9.61866 -9.90902
C -8.63226 -8.30488 -9.25001
C -9.88180 -7.83019 -9.95588
C -10.63070 -6.69053 -9.26357
C -10.96553 -7.12139 -7.80092
C -9.70959 -7.57229 -6.99611
N -8.97984 -8.51481 -7.82713
O -7.99892 -9.16795 -7.04362
C -8.91317 -6.36117 -6.54126
C -10.33362 -8.26452 -5.76586
C -7.51086 -7.22720 -9.36655
H -7.70015 -10.21530 -9.10233
H -7.34085 -9.43725 -10.63575
H -8.98851 -10.13664 -10.33188
H -9.62309 -7.67936 -11.00561
H -10.65282 -8.60965 -9.89436
H -11.59711 -6.47847 -9.72196
H -10.06684 -5.75479 -9.27149
H -11.68021 -7.93836 -7.79437
H -11.23653 -6.16444 -7.35322
H -8.65949 -5.73505 -7.39366
H -9.58552 -5.77554 -5.90746
H -8.03719 -6.62559 -5.95183
H -10.97567 -7.49755 -5.33482
H -10.85554 -9.19028 -6.02061
H -9.64130 -8.61988 -4.99689
H -6.78780 -7.41826 -8.56965
H -7.90868 -6.23603 -9.16581
H -6.91128 -7.28693 -10.27469
H -8.39227 -10.00571 -6.77081
C -7.79774 -13.78524 -11.32635
C -8.12337 -14.45554 -9.96886
C -6.83307 -14.36709 -9.11829
C -7.15583 -14.83145 -7.70269
C -8.17580 -13.85836 -7.12022
C -9.48651 -13.71123 -7.92985
N -9.22348 -13.71490 -9.35752
O -10.33069 -13.47524 -10.16893
C -10.36547 -14.89459 -7.47293
C -10.11421 -12.37644 -7.50927
C -8.46217 -15.93235 -10.23263
H -8.70572 -13.82344 -11.93329
H -6.96946 -14.22526 -11.88014
H -7.58231 -12.71512 -11.25443
H -6.18589 -15.16321 -9.49416
H -6.35313 -13.39570 -9.20560
H -6.22680 -14.82368 -7.12743
H -7.56108 -15.84193 -7.66039
H -7.68814 -12.87703 -7.21965
H -8.43674 -13.98572 -6.07098
H -11.29186 -14.97427 -8.05671
H -10.02851 -15.92856 -7.57513
H -10.65112 -14.71321 -6.43400
H -9.90801 -12.10321 -6.47405
H -9.64387 -11.56611 -8.08742
H -11.14763 -12.16433 -7.79068
H -9.23613 -16.09459 -10.97876
H -8.72052 -16.48169 -9.32326
H -7.56095 -16.50846 -10.47272
H -10.34407 -12.51710 -10.29851
C -1.07170 -9.52024 -4.50482
C -1.52026 -9.02712 -5.89137
C -0.71599 -9.68792 -6.98745
C -1.30601 -9.52490 -8.35311
C -2.67873 -10.22616 -8.34620
C -3.68683 -9.68868 -7.29139
N -2.94173 -9.39521 -6.06102
O -3.76250 -9.18643 -4.92445
C -4.24780 -8.35481 -7.77860
C -4.76513 -10.75877 -7.14939
C -1.34143 -7.50093 -5.86527
H 0.00286 -9.44942 -4.33873
H -1.42013 -10.54615 -4.36201
H -1.56306 -8.96592 -3.71253
H 0.24550 -9.15819 -7.07626
H -0.42381 -10.72135 -6.79762
H -0.76417 -9.93743 -9.20842
H -1.50126 -8.51192 -8.72381
H -2.57497 -11.30749 -8.19790
H -3.13491 -10.24128 -9.34273
H -5.02680 -7.93156 -7.13538
H -3.50644 -7.55326 -7.79839
H -4.66962 -8.48800 -8.77941
H -5.60766 -10.30496 -6.61840
H -5.12868 -11.12100 -8.11008
H -4.47337 -11.58858 -6.50532
H -1.22967 -7.08913 -6.86911
H -0.54206 -7.19535 -5.19520
H -2.27648 -7.04439 -5.52436
H -4.00146 -8.25198 -5.03638
C 2.88351 -4.39688 -4.78541
C 2.08878 -3.27169 -5.50935
C 3.20667 -2.44401 -6.23496
C 3.57603 -3.12647 -7.54885
C 2.36033 -3.41145 -8.41888
C 1.25337 -4.21778 -7.74618
N 1.01407 -3.76548 -6.37555
O 0.21109 -4.69019 -5.67820
C -0.00509 -4.00895 -8.62230
C 1.56679 -5.75627 -7.85452
C 1.40661 -2.38439 -4.43099
H 3.68912 -4.08608 -4.13198
H 3.14998 -5.05817 -5.61161
H 2.13777 -4.93839 -4.19547
H 2.91344 -1.40949 -6.43242
H 4.01087 -2.41223 -5.50396
H 4.21074 -4.00907 -7.41973
H 4.27733 -2.47213 -8.07921
H 2.86050 -4.02088 -9.17639
H 2.04221 -2.46096 -8.84761
H -0.14292 -2.93559 -8.72880
H 0.07919 -4.61048 -9.52265
H -0.85204 -4.41774 -8.06238
H 0.64417 -6.29205 -7.62457
H 1.58918 -6.05369 -8.90732
H 2.38362 -6.10406 -7.22983
H 2.09850 -1.56407 -4.21822
H 1.23575 -2.88802 -3.47993
H 0.49453 -1.93696 -4.82402
H -0.57861 -4.19701 -5.42295
*
```

These are the Löwdin partial charges, in e, on atoms 1 to 4:
1. C -0.03
2. C -0.50
3. C -0.14
4. C -0.17

---

Below is a molecular structure, C17H44B3NO12S3, with properties calculated with ωB97M-V/def2-TZVPD.

Properties
molecular weight	583.2	g mol⁻¹
E_tot	-2901.07263	hartree
Kohn-Sham gap	8.9	eV
LUMO level	0.462	eV
HOMO level	-8.4363	eV

The geometry in ORCA input format:
```
! RIJCOSX wB97M-V def2-TZVPD def2/J DEFGRID3
* xyz 0 1
C 2.80417 -1.00276 2.79036
C 3.80784 -1.82107 1.88690
C 4.31544 -1.02355 0.65584
C 3.54829 -1.31588 -0.66097
C 1.99728 -1.34316 -0.51931
C 1.31322 -2.62835 -1.18386
B -0.00170 -2.87051 -0.31650
O -0.02217 -3.68855 0.85243
B -0.58217 -2.95270 1.91406
O -1.50856 -1.87863 1.74774
B -1.37368 -1.28919 0.45816
C -1.30508 0.27132 0.14882
N -0.73151 1.08591 1.24365
C 0.47191 1.80742 0.81288
O -1.23617 -2.22209 -0.63309
H 2.31274 -0.23214 2.17582
H 3.29783 -0.53785 3.64842
H 2.02084 -1.71435 3.10045
H 4.68618 -1.99792 2.53215
H 3.37617 -2.80110 1.64767
H 4.30086 0.05836 0.84622
H 5.36061 -1.33362 0.48149
H 3.86531 -2.24296 -1.16510
H 3.79395 -0.49850 -1.36262
H 1.59701 -0.48000 -1.07260
H 1.62359 -1.25902 0.51531
H 1.98657 -3.49577 -1.17808
H 0.98673 -2.34352 -2.20750
H -0.27441 -3.24846 3.01920
H -2.32584 0.62129 -0.10209
H -0.67676 0.41391 -0.74979
H -0.55006 0.52136 2.06026
H 0.81812 2.54124 1.57175
H 1.29971 1.08674 0.67451
H 0.27521 2.35637 -0.11715
O 0.90901 0.31086 -3.50117
S 1.21248 -0.05554 -4.85691
O 2.04593 0.75660 -5.69723
O -0.16388 -0.36279 -5.62692
C -1.16591 0.66598 -5.65863
C -0.80412 1.79717 -6.60376
C 1.86062 -1.69730 -4.87455
H -1.35336 1.03841 -4.64868
H -2.08237 0.18668 -6.00134
H 0.07610 2.33748 -6.25685
H -1.62672 2.50928 -6.67955
H -0.57587 1.40840 -7.59684
H 1.22218 -2.33536 -4.27141
H 2.86327 -1.65862 -4.45273
H 1.90527 -2.04788 -5.90279
O 3.01021 4.83600 3.09578
S 1.94098 5.41551 3.85955
O 0.59303 5.43491 3.36578
O 2.35940 6.90520 4.29629
C 2.72619 7.83381 3.26424
C 1.52670 8.32286 2.47315
C 1.92988 4.70134 5.47468
H 3.47790 7.38830 2.60842
H 3.19630 8.67790 3.76805
H 1.06769 7.51249 1.90780
H 1.82554 9.09794 1.76633
H 0.76451 8.72432 3.14200
H 2.94078 4.71169 5.87395
H 1.57241 3.67864 5.37362
H 1.25264 5.27210 6.10521
O -6.46389 -4.90250 2.02299
S -6.63619 -4.54860 0.64228
O -6.94527 -5.54161 -0.34813
O -5.35490 -3.70761 0.15882
C -4.05584 -4.30201 0.31594
C -3.81436 -5.40981 -0.69252
C -7.81967 -3.24375 0.51570
H -3.92572 -4.66417 1.33890
H -3.32153 -3.51591 0.15989
H -4.48710 -6.25084 -0.52634
H -2.79049 -5.77867 -0.61634
H -3.99079 -5.04934 -1.70679
H -7.57364 -2.47063 1.23897
H -8.79627 -3.67048 0.73431
H -7.80256 -2.85272 -0.49862
*
```

These are the Löwdin partial charges, in e, on atoms 1 to 4:
1. C -0.09
2. C -0.23
3. C -0.21
4. C -0.18

---

Below is 14 unconnected molecules or ions with the total composition C48H96NO14, with properties calculated with ωB97M-V/def2-TZVPD.

Properties
molecular weight	911.3	g mol⁻¹
E_tot	-2994.56743	hartree
Kohn-Sham gap	3.9	eV
relative energy (zero: lowest compared OMol25 entry of this formula, charge and spin)	0.0	kcal per mole
LUMO level	1.841	eV
HOMO level	-2.0714	eV

The geometry in ORCA input format:
```
! RIJCOSX wB97M-V def2-TZVPD def2/J DEFGRID3
* xyz -1 1
C -1.51942 -0.93277 1.72642
C -1.17157 -0.10358 0.48758
C -0.59919 1.23664 1.01846
C 0.15575 1.98443 -0.08119
C 1.23455 1.13840 -0.69785
C 0.67593 -0.17899 -1.24531
N -0.20202 -0.84253 -0.31003
O -0.72238 -2.01850 -0.83345
C 1.91005 -1.08391 -1.45973
C 0.05360 0.07402 -2.61939
C -2.47846 0.28012 -0.24485
H -1.92183 -1.89857 1.41722
H -2.23155 -0.38831 2.35615
H -0.63012 -1.11319 2.33419
H 0.08987 0.92692 1.80948
H -1.40931 1.86672 1.38087
H 0.64366 2.86031 0.36204
H -0.53936 2.26678 -0.87382
H 2.03203 0.97197 0.03236
H 1.70529 1.65068 -1.54477
H 2.35875 -1.25185 -0.47560
H 2.65032 -0.56731 -2.07394
H 1.65201 -2.05720 -1.87226
H -0.95391 0.48510 -2.49471
H -0.07823 -0.81860 -3.22706
H 0.63483 0.77993 -3.22225
H -3.02576 -0.56437 -0.66964
H -2.30555 0.98497 -1.06255
H -3.16505 0.74265 0.47722
C -4.32784 5.83962 0.74856
C -3.64078 5.22477 -0.44319
O -3.87509 5.62971 -1.56234
C -2.83395 3.97223 -0.25213
H -5.39356 5.60739 0.71132
H -4.27161 6.92584 0.76171
H -3.89316 5.35661 1.62432
H -2.10129 4.07784 0.55339
H -2.30386 3.73135 -1.16934
H -3.46879 3.14080 0.06033
C 2.33713 1.87715 3.47889
C 1.78196 0.50356 3.77802
O 0.92665 0.32672 4.62135
C 2.22944 -0.64459 2.91832
H 2.16301 1.98256 2.40036
H 3.42170 1.91285 3.58325
H 1.79542 2.63254 4.04003
H 1.99726 -1.56382 3.45885
H 3.32060 -0.68800 2.81916
H 1.81944 -0.71805 1.90623
C -6.73838 -0.23543 -0.29891
C -5.86189 -0.31770 -1.51792
O -5.38361 -1.36689 -1.86582
C -5.60305 0.94435 -2.27424
H -7.74838 0.14246 -0.47524
H -6.29804 0.46322 0.42009
H -6.80940 -1.22252 0.15224
H -6.37070 1.70012 -2.08307
H -5.57525 0.76011 -3.34652
H -4.67467 1.41970 -1.94636
C -0.67525 -2.83799 4.77405
C 0.12127 -4.12009 4.61965
O 1.11291 -4.16398 3.93863
C -0.30106 -5.25401 5.50620
H -0.00996 -2.02639 4.47629
H -0.99099 -2.65134 5.79962
H -1.52021 -2.76707 4.08869
H 0.36082 -6.11662 5.40930
H -1.30305 -5.61177 5.26060
H -0.25566 -4.94005 6.55001
C -2.36208 -1.93287 -3.98506
C -2.18456 -3.40597 -3.74447
O -3.12035 -4.14335 -3.53978
C -0.76733 -3.87661 -3.56800
H -2.23327 -1.41625 -3.03464
H -3.38668 -1.80776 -4.34308
H -1.68259 -1.62423 -4.78093
H -0.35914 -3.95785 -4.58459
H -0.74493 -4.92694 -3.27178
H -0.16503 -3.23629 -2.92861
C -2.11739 1.40356 -5.44207
C -1.55701 2.79740 -5.36425
O -1.66167 3.53566 -6.31754
C -0.88812 3.25456 -4.09958
H -3.10896 1.41106 -4.97530
H -1.56101 0.70748 -4.81281
H -2.19642 1.09073 -6.47795
H -1.02241 2.58605 -3.25082
H -1.27059 4.23901 -3.82530
H 0.19314 3.33833 -4.22998
C -5.14775 -4.10899 3.36433
C -4.92547 -2.69662 2.87108
O -5.04973 -2.42885 1.70129
C -4.42379 -1.67340 3.86103
H -4.31531 -4.34998 4.02429
H -5.26671 -4.74893 2.49490
H -6.09492 -4.14768 3.91054
H -3.44600 -1.88054 4.29118
H -5.18638 -1.55568 4.63469
H -4.29266 -0.74704 3.30119
C 5.13647 -4.90924 1.40499
C 4.93959 -3.40766 1.53737
O 3.85080 -2.92679 1.35036
C 6.14961 -2.57337 1.87442
H 4.70889 -5.43442 2.25784
H 6.21160 -5.10601 1.40336
H 4.68432 -5.25705 0.47987
H 6.42675 -2.72485 2.92014
H 5.89764 -1.51153 1.83703
H 6.93023 -2.75765 1.13818
C 3.48400 -2.85706 -6.91628
C 2.38274 -2.27176 -6.06685
O 1.31881 -2.82868 -5.92641
C 2.59689 -0.89145 -5.43189
H 4.32938 -3.05064 -6.25034
H 3.81232 -2.19233 -7.71297
H 3.15624 -3.82320 -7.29563
H 2.99799 -0.27068 -6.23902
H 3.34373 -0.94279 -4.64129
H 1.62815 -0.53955 -5.09523
C 1.28026 5.27109 1.58957
C 1.65429 6.39367 2.51960
O 1.53962 7.53542 2.15314
C 2.27915 6.03405 3.84462
H 0.71382 4.43924 2.01391
H 2.21315 4.89836 1.16233
H 0.59451 5.66945 0.84115
H 1.57957 5.38596 4.37794
H 2.37629 6.95292 4.42367
H 3.24898 5.54640 3.77448
C -2.14265 2.37823 4.22355
C -3.60484 2.52393 3.88751
O -3.97330 3.16408 2.92961
C -4.56544 1.90017 4.89397
H -1.96895 3.08150 5.04295
H -1.49345 2.58977 3.37890
H -1.91280 1.35745 4.53365
H -4.19282 0.96176 5.29187
H -5.54861 1.78845 4.44221
H -4.60822 2.66263 5.67768
C 4.47845 1.94500 0.27598
C 4.75814 1.54089 -1.13749
O 4.79662 0.38408 -1.49480
C 5.13949 2.61375 -2.12433
H 3.48644 2.40362 0.28327
H 5.19677 2.70815 0.57397
H 4.48741 1.03563 0.87287
H 5.58360 3.49991 -1.66355
H 4.28423 2.93818 -2.72437
H 5.87386 2.29380 -2.86475
C 6.08675 -2.62494 -1.85314
C 5.12421 -3.02866 -2.93335
O 5.21387 -2.64267 -4.07300
C 4.07316 -4.03106 -2.51354
H 6.75908 -3.43911 -1.56971
H 5.56037 -2.35728 -0.93622
H 6.66396 -1.77596 -2.21528
H 3.31060 -4.24368 -3.25930
H 3.53370 -3.57557 -1.67118
H 4.47871 -4.95509 -2.09797
*
```

These are the Löwdin partial charges, in e, on atoms 1 to 4:
1. C -0.03
2. C -0.49
3. C -0.12
4. C -0.17

---

Below is a single CH2O2 molecule, with properties calculated with ωB97M-V/def2-TZVPD.

Properties
molecular weight	46.0	g mol⁻¹
E_tot	-189.75605	hartree
SMILES	O=CO
Kohn-Sham gap	11.3	eV
relative energy (zero: lowest compared OMol25 entry of this formula, charge and spin)	20.5	kcal per mole
LUMO level	0.405	eV
HOMO level	-10.8693	eV

The geometry in ORCA input format:
```
! RIJCOSX wB97M-V def2-TZVPD def2/J DEFGRID3
* xyz 0 1
C 0.11906 0.40710 0.09618
H -0.22864 -1.34144 -0.53479
H 1.05614 0.26249 -0.35731
O -0.78818 -0.51404 -0.09882
O -0.15838 1.18588 0.89474
*
```

These are the Löwdin partial charges, in e, on atoms 1 to 4:
1. C -0.49
2. H 0.20
3. H 0.12
4. O 0.05